Computed, not measured: a cluster of 4 separate species, C32H68FN7O7 in total in a non-equilibrium geometry, with ωB97M-V/def2-TZVPD.

Calculated values
Energy above the lowest of the compared OMol25 structures with the same formula, charge and spin in kJ/mol: 0.0
Calculated total energy in eV: -61765.6799
Molecular weight in u: 681.94
Highest occupied orbital energy in eV: -9.2
Frontier orbital gap in hartree: 0.34172
SMILES: CCCCC[C@H](O[C@H](CO[C@@H](CC(N)(N)N)c1cccnc1)CC(=O)O)[C@@H](C)F.COC[C@@H](C)N.COC[C@@H](C)N.COC[C@@H](C)N

XYZ file:
```
115
C32H68FN7O7 | OMol25 | ωB97M-V/def2-TZVPD
C 3.263 6.165 -1.066
C 4.714 5.637 -1.026
C 4.872 4.163 -0.661
C 4.237 3.792 0.681
C 4.325 2.299 0.988
C 3.137 1.423 0.570
O 2.799 1.550 -0.814
C 1.764 2.444 -1.144
C 0.404 1.712 -1.205
O -0.541 2.347 -0.371
C -1.463 3.208 -1.014
C -2.864 2.955 -0.405
C -3.747 1.984 -1.210
N -4.712 1.419 -0.292
N -2.916 0.903 -1.776
N -4.491 2.748 -2.218
C -1.044 4.639 -0.796
C -0.818 5.518 -1.853
C -0.459 6.837 -1.571
C -0.332 7.211 -0.235
N -0.516 6.382 0.798
C -0.865 5.130 0.505
C 2.107 3.058 -2.533
C 2.771 2.061 -3.449
O 3.936 1.936 -3.544
O 1.937 1.275 -4.180
C 1.971 1.514 1.554
C 2.325 0.753 2.829
F 1.702 2.826 1.927
H 2.534 5.488 -0.630
H 2.960 6.305 -2.104
H 3.170 7.141 -0.601
H 5.157 5.801 -2.005
H 5.275 6.230 -0.308
H 4.570 3.490 -1.459
H 5.941 3.992 -0.524
H 4.839 4.311 1.430
H 3.235 4.187 0.792
H 5.212 1.862 0.536
H 4.443 2.169 2.061
H 3.486 0.398 0.678
H 1.677 3.290 -0.469
H 0.048 1.591 -2.225
H 0.560 0.708 -0.814
H -1.537 3.014 -2.086
H -3.395 3.890 -0.296
H -2.694 2.498 0.566
H -4.229 0.836 0.381
H -5.327 0.800 -0.817
H -3.490 0.087 -1.934
H -2.487 1.166 -2.653
H -3.983 2.755 -3.090
H -5.410 2.347 -2.359
H -0.921 5.180 -2.877
H -0.284 7.551 -2.360
H -0.069 8.235 -0.002
H -1.012 4.453 1.337
H 2.746 3.925 -2.453
H 1.165 3.378 -2.981
H 1.118 1.766 -4.303
H 1.069 1.053 1.161
H 2.637 -0.262 2.603
H 3.065 1.292 3.408
H 1.419 0.705 3.429
C 1.505 -2.649 0.448
O 2.876 -2.510 0.777
C 3.461 -3.641 1.398
C 3.868 -4.771 0.443
C 2.695 -5.602 -0.069
N 4.640 -4.282 -0.705
H 0.962 -3.242 1.190
H 1.398 -3.098 -0.542
H 1.073 -1.648 0.411
H 4.369 -3.266 1.878
H 2.809 -4.017 2.198
H 4.511 -5.442 1.017
H 2.150 -5.094 -0.864
H 3.058 -6.544 -0.481
H 1.996 -5.835 0.737
H 5.489 -3.834 -0.373
H 4.113 -3.528 -1.139
C 4.515 -7.805 3.183
O 3.499 -6.823 3.278
C 2.186 -7.324 3.437
C 1.815 -7.732 4.870
C 2.427 -9.056 5.317
N 2.156 -6.696 5.849
H 4.162 -8.698 2.659
H 4.896 -8.083 4.168
H 5.338 -7.370 2.617
H 1.528 -6.501 3.142
H 2.006 -8.147 2.732
H 0.728 -7.855 4.884
H 3.477 -8.948 5.589
H 1.906 -9.429 6.197
H 2.352 -9.813 4.533
H 1.651 -5.843 5.628
H 3.134 -6.452 5.716
C -7.750 -0.957 -0.690
O -7.419 -0.028 -1.709
C -7.998 -0.290 -2.975
C -9.456 0.163 -3.127
C -10.463 -0.740 -2.423
N -9.661 1.543 -2.678
H -7.851 -1.969 -1.089
H -8.666 -0.670 -0.171
H -6.940 -0.946 0.040
H -7.393 0.276 -3.689
H -7.883 -1.352 -3.230
H -9.679 0.127 -4.198
H -10.491 -0.560 -1.349
H -11.465 -0.549 -2.804
H -10.235 -1.795 -2.589
H -9.085 2.171 -3.232
H -9.291 1.626 -1.735
```

=====

Computed, not measured: a cluster of 15 separate species, C32H69BN14O35P in total in a non-equilibrium geometry, with ωB97M-V/def2-TZVPD.

Calculated values
Calculated total energy in eV: -136740.5297
Molecular weight in u: 1251.75
Net charge: -1
Highest occupied orbital energy in eV: -4.6
Frontier orbital gap in hartree: 0.19672

XYZ file:
```
152
C32H69BN14O35P | OMol25 | ωB97M-V/def2-TZVPD
C -3.654 0.451 4.271
C -3.385 1.763 3.324
C -2.583 1.400 1.902
O -1.280 1.684 1.851
O -3.397 0.773 0.852
C -2.664 0.602 -0.410
C -3.439 -0.606 -1.269
B -3.597 -2.009 -0.381
C -5.205 -2.352 -0.175
C -5.885 -1.658 1.145
C -5.920 -2.570 2.546
C -6.558 -1.963 3.965
C -7.144 -0.409 3.939
C -7.168 0.529 2.592
C -6.536 -0.127 1.192
C -6.590 0.823 -0.143
O -2.685 -2.180 0.805
C -1.375 -2.510 0.162
C -0.050 -2.653 1.116
O 1.158 -2.781 0.274
C 2.383 -2.413 1.052
C 2.789 -0.845 1.429
O 3.134 -3.473 1.451
C -1.911 -3.831 -0.688
P -2.261 -5.116 0.695
O -3.786 -5.625 0.645
O -3.169 -3.196 -1.204
H -4.319 0.809 5.190
H -2.685 -0.028 4.735
H -4.258 -0.399 3.737
H -4.379 2.333 3.005
H -2.705 2.502 3.924
H -2.675 1.567 -1.105
H -1.557 0.240 -0.302
H -2.794 -0.847 -2.243
H -4.479 -0.218 -1.670
H -5.828 -2.029 -1.132
H -5.267 -3.531 0.000
H -5.494 -3.678 2.524
H -6.616 -2.561 4.969
H -7.577 0.079 4.937
H -7.588 1.646 2.556
H -5.610 1.419 -0.372
H -6.901 0.146 -1.059
H -7.460 1.614 0.014
H -0.989 -1.825 -0.705
H 0.074 -1.623 1.703
H -0.151 -3.478 1.947
H 3.965 -0.658 1.388
H 2.375 -0.644 2.523
H 2.202 -0.145 0.680
H -1.121 -4.124 -1.524
H -1.325 -6.241 0.630
H -2.096 -4.517 2.025
C 5.588 1.557 4.420
N 4.507 1.040 3.537
O 4.765 0.925 2.334
O 3.430 0.763 4.078
H 6.473 1.757 3.813
H 5.223 2.476 4.884
H 5.798 0.790 5.168
C -0.246 1.459 -3.757
N -1.708 1.722 -3.827
O -2.351 1.120 -4.695
O -2.171 2.524 -3.007
H 0.021 0.738 -4.532
H 0.268 2.409 -3.921
H -0.030 1.057 -2.765
C 5.475 2.876 -0.381
N 6.696 3.612 -0.805
O 6.679 4.142 -1.922
O 7.638 3.638 -0.004
H 4.732 2.935 -1.179
H 5.762 1.839 -0.198
H 5.102 3.351 0.529
C -10.119 -4.311 1.867
N -9.592 -3.818 3.168
O -9.138 -4.661 3.951
O -9.649 -2.599 3.368
H -10.006 -5.396 1.828
H -11.173 -4.031 1.811
H -9.538 -3.834 1.075
C 9.281 4.478 5.148
N 8.021 3.688 5.097
O 7.792 2.926 6.044
O 7.298 3.855 4.108
H 9.815 4.233 6.068
H 9.875 4.208 4.273
H 9.008 5.536 5.132
C -6.810 -2.663 8.390
N -5.589 -1.927 7.966
O -5.606 -1.397 6.849
O -4.647 -1.901 8.767
H -7.553 -2.604 7.592
H -6.523 -3.700 8.573
H -7.182 -2.188 9.300
C 5.381 5.425 -4.996
N 4.121 4.635 -5.047
O 3.892 3.873 -4.100
O 3.398 4.802 -6.036
H 5.915 5.179 -4.076
H 5.975 5.155 -5.871
H 5.108 6.482 -5.013
C -6.830 -6.871 1.015
N -8.294 -7.127 0.945
O -8.725 -8.116 1.549
O -8.968 -6.328 0.285
H -6.364 -7.648 1.624
H -6.441 -6.897 -0.006
H -6.688 -5.888 1.469
C 0.160 3.636 -7.365
N 1.224 2.597 -7.300
O 1.847 2.359 -8.342
O 1.403 2.051 -6.206
H 0.113 4.030 -8.383
H -0.783 3.159 -7.092
H 0.426 4.424 -6.658
C 11.005 4.961 -0.077
N 11.281 5.889 1.053
O 10.578 5.774 2.064
O 12.195 6.706 0.893
H 10.180 4.301 0.201
H 10.737 5.569 -0.944
H 11.914 4.385 -0.260
C 7.405 -2.328 1.295
N 7.681 -1.401 2.425
O 6.978 -1.516 3.436
O 8.595 -0.584 2.265
H 6.580 -2.988 1.573
H 7.137 -1.721 0.428
H 8.314 -2.904 1.111
C 3.574 -1.245 -2.968
N 3.009 0.074 -2.574
O 1.818 0.281 -2.835
O 3.777 0.864 -2.013
H 2.790 -1.835 -3.448
H 4.395 -1.058 -3.662
H 3.926 -1.738 -2.059
C -4.377 4.795 -6.645
N -3.230 4.853 -7.591
O -3.196 4.007 -8.492
O -2.397 5.747 -7.403
H -5.027 3.965 -6.928
H -3.970 4.641 -5.643
H -4.911 5.744 -6.715
C 4.705 -4.166 -6.543
N 4.981 -3.239 -5.413
O 4.278 -3.354 -4.402
O 5.895 -2.422 -5.573
H 3.880 -4.826 -6.266
H 4.437 -3.559 -7.410
H 5.614 -4.742 -6.727
```

=====

Computed, not measured: a structure of composition C32H71CaF12N7O18S4 in a non-equilibrium geometry, with ωB97M-V/def2-TZVPD.

Calculated values
Calculated total energy in eV: -175992.1191
Molecular weight in u: 1238.27
Net charge: -2
Highest occupied orbital energy in eV: -0.5
Frontier orbital gap in hartree: 0.10359

XYZ file:
```
145
C32H71CaF12N7O18S4 | OMol25 | ωB97M-V/def2-TZVPD
Ca 2.093 2.260 -3.005
O 1.843 -1.742 -3.966
C 2.488 -2.800 -3.312
C 1.575 -4.196 -3.286
O 1.120 -4.616 -4.519
H 2.844 -2.517 -2.321
H 3.433 -3.013 -3.813
H 0.716 -4.201 -2.616
H 2.127 -5.009 -2.813
C -0.725 4.711 -7.426
F -1.627 4.470 -8.348
F -0.283 5.830 -7.607
F -1.307 4.614 -6.165
S 0.661 3.344 -7.708
O 0.064 2.134 -7.159
O 0.881 3.206 -9.139
N 1.959 3.898 -6.624
S 2.947 4.673 -7.497
O 2.322 5.736 -8.353
O 4.079 5.132 -6.689
C 3.875 3.349 -8.724
F 3.422 3.400 -10.030
F 5.132 3.822 -8.788
F 3.941 2.138 -8.224
C -2.257 3.033 0.757
F -1.562 4.185 0.594
F -2.748 2.807 1.966
F -3.212 3.354 -0.117
S -1.237 1.535 0.023
O -1.693 0.243 0.583
O -1.279 1.737 -1.455
N 0.438 1.877 0.482
S 0.457 1.918 2.078
O 1.033 3.108 2.702
O -0.662 1.520 2.864
C 1.800 0.558 2.354
F 1.684 -0.541 1.608
F 2.926 1.078 1.962
F 1.968 0.284 3.640
C -9.534 2.211 5.300
O -8.899 1.788 6.437
C -9.685 1.889 7.647
C -10.803 0.927 7.691
N -10.406 -0.462 7.788
C -11.554 -1.302 7.764
C -11.270 -2.836 7.687
O -10.637 -3.112 6.397
C -10.375 -4.473 6.123
H -10.361 1.531 5.094
H -8.793 2.044 4.518
H -9.976 3.206 5.340
H -10.026 2.904 7.853
H -9.068 1.441 8.425
H -11.275 1.084 6.721
H -11.476 1.102 8.531
H -9.839 -0.819 7.032
H -12.132 -1.088 6.865
H -12.196 -1.134 8.629
H -12.150 -3.479 7.652
H -10.470 -3.173 8.347
H -9.458 -4.811 6.605
H -10.242 -4.858 5.112
H -11.130 -5.020 6.689
C 8.224 1.542 -5.799
O 7.473 1.954 -4.716
C 7.447 1.157 -3.484
C 6.659 1.964 -2.338
N 5.760 2.984 -2.812
C 5.698 4.070 -1.728
C 4.822 5.298 -2.138
O 3.499 4.847 -2.290
C 2.625 5.952 -2.314
H 7.730 0.744 -6.354
H 9.105 1.122 -5.315
H 8.518 2.440 -6.343
H 8.453 0.881 -3.168
H 6.980 0.218 -3.780
H 7.444 2.405 -1.724
H 6.076 1.223 -1.790
H 6.108 3.441 -3.643
H 6.716 4.441 -1.608
H 5.333 3.610 -0.810
H 5.244 5.967 -2.888
H 4.972 5.875 -1.226
H 2.912 6.783 -2.959
H 2.592 6.473 -1.357
H 1.652 5.676 -2.722
C 9.450 -11.162 1.888
O 9.888 -10.390 0.784
C 8.963 -10.398 -0.387
C 7.750 -9.491 -0.410
N 8.100 -8.076 -0.244
C 7.028 -7.099 -0.053
C 7.605 -5.641 0.171
O 8.047 -5.664 1.479
C 7.131 -5.237 2.449
H 10.005 -10.829 2.765
H 9.786 -12.186 1.726
H 8.370 -11.046 1.980
H 8.654 -11.439 -0.482
H 9.694 -10.233 -1.179
H 7.037 -9.788 0.359
H 7.202 -9.808 -1.297
H 8.974 -8.033 0.260
H 6.377 -7.342 0.788
H 6.491 -7.065 -1.001
H 6.775 -4.960 -0.014
H 8.389 -5.449 -0.562
H 6.732 -6.160 2.872
H 6.387 -4.491 2.169
H 7.758 -4.812 3.233
C -4.106 6.825 8.190
C -2.778 6.257 7.614
C -1.954 5.209 8.440
O -0.715 5.161 7.688
C 0.267 4.218 8.138
N -3.010 5.968 6.267
H -4.022 7.012 9.260
H -4.944 6.142 8.051
H -4.487 7.733 7.721
H -2.099 7.103 7.500
H -2.350 4.193 8.419
H -1.812 5.426 9.498
H 0.480 4.407 9.190
H 1.131 4.414 7.503
H 0.052 3.149 8.136
H -2.249 5.382 5.954
H -3.820 5.366 6.290
C -6.269 -1.866 -5.132
C -5.163 -2.062 -6.130
C -5.286 -1.111 -7.324
O -4.072 -1.132 -8.087
C -4.201 -0.448 -9.330
N -3.913 -2.026 -5.500
H -7.289 -1.922 -5.513
H -6.032 -0.907 -4.672
H -6.186 -2.631 -4.360
H -5.321 -3.062 -6.535
H -5.325 -0.071 -6.999
H -6.251 -1.273 -7.805
H -4.842 0.432 -9.262
H -4.580 -1.020 -10.176
H -3.213 -0.038 -9.540
H -3.988 -1.249 -4.858
H -3.768 -2.720 -4.781
```

=====

> Among the records above, which one has the highest frontier orbital gap?

C32H68FN7O7

=====

> Which of these has the lowest frontier orbital gap?

C32H71CaF12N7O18S4